# 1
110
Properties=species:S:1:pos:R:3:forces:R:3:mulliken_charge:R:1 method="wB97M-V/def2-TZVPD" homo_ev="-12.6082 / -12.6086" multiplicity=3 total_energy_ha=-5824.87845 charge=+2 gap_ha="0.2950 / 0.1819" fmax_ev_per_a=0.45
C -2.48331 4.45006 0.40535 0.029 0.014 0.034 -0.849
C 1.84301 -2.67295 -2.77463 0.109 -0.085 -0.034 0.435
H 2.05093 -5.22902 -0.94739 -0.001 0.011 -0.001 0.533
C -1.89662 -5.65819 -4.41413 -0.011 0.007 0.037 -0.684
H 5.19693 -2.22092 -2.39561 0.002 -0.001 0.006 0.503
H 4.22498 2.31686 0.13341 -0.001 -0.012 -0.010 0.406
C -2.08868 0.97615 3.62480 -0.041 0.065 -0.056 -0.454
C -2.54132 0.07851 1.34444 0.042 -0.030 -0.037 0.634
C 0.36834 0.46178 7.34523 0.006 0.015 -0.004 -0.553
H -4.21317 3.83226 -0.71336 -0.002 0.007 0.003 0.109
C -4.10543 1.60008 2.35205 -0.103 -0.092 -0.035 -0.898
H 0.58302 3.99870 -2.18627 -0.019 0.017 -0.010 0.858
O -2.85137 -0.71967 -0.83900 -0.080 -0.283 -0.170 -0.285
C -1.65886 3.17213 0.18443 0.031 0.013 -0.024 0.778
C -1.92208 3.34579 -2.24438 0.055 -0.129 0.017 -0.248
H -5.25891 0.55024 -0.65582 0.005 -0.017 0.039 0.604
C 3.08623 -2.62050 -2.14742 0.027 -0.009 0.035 -0.187
C -2.75506 4.63018 -2.08639 0.016 -0.011 -0.069 -0.839
H -4.55193 -1.58698 -1.65990 -0.012 0.040 -0.005 0.351
H -2.63095 -7.33896 -1.55536 0.004 0.000 0.008 0.468
H 0.68004 4.16885 -0.39845 0.065 -0.028 -0.008 0.476
C 2.00618 0.54000 3.31361 -0.036 -0.009 0.044 -0.776
C -0.01022 1.80948 7.48045 0.012 -0.022 -0.005 -0.544
H 0.78590 -2.34696 -4.63453 -0.004 -0.010 0.012 0.321
H -0.89825 3.02196 0.94869 -0.048 0.015 0.014 0.096
N -2.02434 2.03880 4.36978 0.172 0.028 -0.055 -0.731
H -2.99025 4.36050 1.36668 -0.008 -0.012 -0.009 0.479
C -0.01571 -0.29306 6.25488 0.054 0.006 0.006 -0.973
C -0.79467 0.35229 5.29943 -0.010 -0.093 0.017 0.331
C 1.74278 -2.34982 -4.12692 -0.024 0.032 -0.044 -0.392
C 3.14969 2.70000 -1.69603 0.116 -0.062 0.014 0.733
C -0.79933 2.43376 6.53835 0.017 -0.002 -0.016 -1.006
C 4.22137 -2.26235 -2.85997 -0.019 -0.005 -0.003 -0.734
C 4.47411 3.65956 -3.48101 0.010 0.007 0.021 -0.866
H -2.58157 2.47200 -2.21467 -0.011 0.007 -0.017 -0.078
F -3.05290 -7.65669 -4.06839 -0.011 -0.004 -0.002 -0.297
C 1.61016 1.41644 0.67486 0.103 -0.018 0.039 1.885
H 0.26694 -1.33498 6.16631 0.000 0.024 -0.018 0.473
C -2.91515 0.87270 2.41577 -0.099 0.009 0.085 1.057
C 1.76191 -5.08025 2.39519 0.005 -0.005 -0.019 0.274
Sb 0.11153 -2.96289 -1.62750 0.096 0.438 -0.065 1.538
H -0.64701 -0.11620 1.76296 -0.082 -0.012 0.068 -0.726
H 0.52909 -3.76584 3.53285 0.012 0.023 -0.014 0.556
H 3.18834 -2.85954 -1.09523 -0.010 0.008 0.002 0.324
H 0.96926 0.00526 8.12011 -0.002 -0.001 0.001 0.429
C 0.85609 -4.04538 2.53995 -0.008 -0.031 0.004 -0.574
F 5.16953 -1.60203 -4.89255 0.001 -0.005 0.011 -0.325
C 1.71955 1.87417 3.06061 -0.014 0.011 -0.030 -0.631
C -2.22376 -6.55828 -2.18255 0.004 0.037 0.000 -0.742
H -1.44976 -1.03525 3.81537 -0.002 0.030 0.005 0.268
C 3.26343 3.18777 -3.00325 0.000 0.007 0.005 -0.494
C 5.50117 3.15959 -1.36176 -0.006 0.014 0.006 -0.868
C 2.08488 -0.36390 2.26212 -0.006 -0.009 -0.013 -0.337
H -1.34354 3.32784 -3.16595 -0.019 0.036 -0.018 0.558
C -3.47014 4.63701 -0.74027 -0.047 -0.018 0.007 -0.544
C -1.00043 -4.50577 -2.49801 -0.170 -0.111 -0.059 0.528
H -4.01826 5.57059 -0.61472 0.010 0.010 -0.003 0.441
H 2.40246 3.19871 -3.66564 -0.004 -0.015 -0.003 0.352
C -1.20413 1.68158 5.43453 -0.055 0.060 -0.032 0.722
C -4.93408 1.46418 1.25609 0.102 -0.036 0.027 -0.599
H 0.31578 2.35877 8.35297 -0.001 -0.002 0.004 0.444
H -3.45839 4.68033 -2.91790 -0.013 -0.004 0.013 0.445
H 4.54964 4.03804 -4.49156 0.001 -0.002 -0.002 0.440
C 4.28590 2.68934 -0.88325 -0.006 0.032 0.038 -0.131
H -0.81686 -3.83465 -4.54752 0.014 0.004 -0.002 0.213
N -1.33715 -0.07518 4.09704 -0.007 -0.023 0.180 0.292
Si 1.55916 1.96737 -1.10611 -0.076 0.006 -0.014 -0.857
C 5.59364 3.64386 -2.65713 0.007 0.008 -0.040 -0.488
H 2.81289 -1.75246 -5.90507 0.002 0.001 -0.002 0.499
H 2.31328 -1.40550 2.45341 0.009 0.022 -0.001 0.621
H 0.87208 0.86431 -3.25398 -0.106 0.022 -0.001 0.821
C -3.71940 -0.95360 -1.96461 -0.049 -0.054 0.099 -1.003
Au -0.66959 -0.30583 -1.47142 -0.346 -0.198 0.081 0.644
H 2.16891 0.21355 4.33239 -0.013 -0.024 -0.002 0.543
H -2.08840 5.49181 -2.17624 -0.004 0.004 0.015 0.333
C 2.20252 -5.51856 1.15712 -0.026 0.026 0.012 -0.825
C 0.81561 -3.82456 0.14415 0.124 -0.128 0.031 -0.251
H -2.05551 -5.75827 -5.47867 0.002 0.003 -0.005 0.489
Br -6.54827 2.42581 1.16893 -0.041 0.033 0.008 -0.071
C 1.88664 0.07166 0.95793 -0.071 0.015 0.013 -0.864
C 1.53733 2.30502 1.75359 -0.004 0.023 -0.006 -0.951
H -4.37003 2.23311 3.18688 -0.022 0.012 0.008 0.693
C 1.00959 0.57002 -2.21108 0.286 0.120 -0.003 -0.289
H -0.32961 -2.60143 1.48888 0.049 -0.062 0.020 0.054
H 6.37466 3.15167 -0.72358 -0.005 -0.006 0.007 0.430
C -2.39052 -6.62431 -3.55366 -0.012 -0.027 -0.034 0.253
H -1.38182 -5.43096 -0.58204 0.012 0.005 -0.001 0.482
H -4.08624 -0.00991 -2.36842 0.026 -0.018 -0.048 0.436
H -1.80385 5.30398 0.47458 -0.004 0.011 -0.004 0.391
N -1.01715 3.25211 -1.11504 -0.012 0.134 0.080 0.332
H 1.65391 2.57827 3.87966 -0.010 0.004 0.005 0.450
H 6.54046 4.01105 -3.03018 0.000 0.002 0.003 0.417
H 1.96216 -0.65072 0.15050 0.030 0.003 -0.011 0.207
C 0.38373 -3.41268 1.40009 -0.097 0.088 -0.026 0.022
H 1.82272 -0.16038 -2.21002 0.039 0.029 -0.020 -0.296
C 1.71953 -4.88404 0.02559 -0.016 -0.033 0.039 -0.470
C -1.52691 -5.48397 -1.65458 0.007 -0.020 0.025 -0.508
H -3.11619 -1.46583 -2.70840 -0.010 -0.033 0.007 0.120
H -1.10780 3.46424 6.64772 -0.017 0.003 0.000 0.493
C -1.20427 -4.58848 -3.87516 0.009 0.022 -0.023 -0.481
F 2.22306 -5.68175 3.48935 0.003 -0.016 0.019 -0.326
H 2.90069 -6.34180 1.09606 0.006 0.001 -0.002 0.495
C 2.86668 -1.99758 -4.85338 0.014 -0.007 0.025 -0.837
C 0.34748 3.53715 -1.22766 -0.078 -0.086 -0.017 -0.822
O -1.34580 -0.59430 1.28434 0.062 0.013 -0.110 0.845
C -4.59338 0.63164 0.19098 0.048 0.159 0.009 -0.495
H 1.35311 3.36157 1.58654 0.022 -0.004 -0.008 0.434
C 4.08715 -1.95638 -4.20091 0.014 0.010 -0.037 0.255
C -3.37684 -0.02229 0.23139 0.131 0.117 -0.015 0.026
H -2.33109 2.31140 0.16623 -0.013 0.002 0.009 -0.941

---

# 2
115
Properties=species:S:1:pos:R:3:forces:R:3:mulliken_charge:R:1 method="wB97M-V/def2-TZVPD" homo_ev=-7.8866 multiplicity=1 total_energy_ha=-4719.12064 gap_ha=0.2451 fmax_ev_per_a=0.79
C -2.08359 -5.04818 0.66896 0.125 -0.009 0.017 -0.413
H -4.09878 -1.65245 -2.61443 -0.002 -0.001 -0.046 0.602
H -2.70427 -1.35067 -1.60650 -0.031 0.038 -0.011 -0.430
C -1.64203 -2.65199 0.24225 -0.128 -0.103 -0.046 0.402
O 0.92049 -1.07801 0.83261 0.349 -0.047 -0.034 0.214
H 2.74542 2.03523 3.27496 0.009 -0.043 -0.015 0.553
H -4.10242 0.08900 5.25548 -0.012 0.003 0.001 0.435
H 5.49995 -1.41371 -2.09286 0.014 -0.014 -0.001 0.492
C 2.74855 -0.65089 4.99036 0.024 0.062 -0.070 -0.359
H 5.62867 -0.06868 -4.16224 0.017 0.014 -0.012 0.412
N -0.29986 -1.90859 -1.36287 0.022 -0.309 -0.142 1.884
C 4.00138 -0.99428 0.07212 0.042 -0.034 0.047 -0.756
H -2.82437 -3.34308 1.67116 -0.009 -0.010 0.020 0.270
H 3.25992 3.77216 -2.28903 0.000 0.013 0.030 0.456
H -3.63274 1.42120 -6.27759 -0.005 -0.007 -0.011 0.416
H -3.04986 3.45179 -4.98239 -0.009 0.015 -0.017 0.419
C -3.32948 1.34020 -5.24186 0.004 0.047 -0.003 -0.990
H -1.29513 -5.14711 -0.07322 -0.031 -0.017 0.010 0.291
H -0.02945 2.21950 -2.81118 -0.071 -0.063 -0.071 1.239
C -2.22345 3.65929 -2.48110 0.052 0.040 0.006 -1.608
H 3.69647 -3.32015 2.39046 -0.026 -0.029 -0.037 0.588
C 1.05745 -3.46294 -2.66649 0.023 -0.009 -0.003 -2.046
N 0.35829 0.22453 -2.59502 0.141 -0.291 -0.224 1.785
C -2.50370 1.76927 -0.31745 0.003 0.125 0.091 -1.073
H -2.50569 -2.13966 -3.18209 0.031 0.014 0.002 0.275
C -2.91230 -0.01739 -3.27915 -0.015 0.025 -0.050 1.022
H 1.51293 -1.92019 -4.90192 -0.004 -0.010 -0.023 0.548
S 1.22190 -2.33838 1.64628 -0.027 0.331 -0.243 2.250
O -3.65661 2.16174 -0.26282 0.005 -0.036 -0.020 -0.697
H 0.29759 -4.03830 -3.20224 -0.010 0.002 -0.008 0.257
C 0.28591 1.32614 -3.32651 -0.002 -0.059 -0.039 -0.861
H 1.95740 -3.39846 -3.27552 -0.004 0.000 -0.004 0.661
N -0.82782 -2.98982 -0.74932 0.103 0.302 0.039 -1.755
H 3.40906 -0.49608 0.83405 -0.023 -0.005 0.007 -0.721
H 0.27271 -2.20339 5.22003 -0.006 0.019 -0.014 0.273
C -3.00152 2.47510 -4.51598 0.038 -0.071 -0.006 -0.742
H -3.05913 4.01467 -1.87584 -0.018 -0.021 0.003 0.380
C -0.61519 4.02186 2.07245 -0.005 0.044 0.001 -0.934
C 4.82949 -0.57525 -2.24143 -0.024 -0.003 0.067 -0.794
C 3.21118 1.66208 -2.52203 0.123 -0.061 0.056 1.997
C 1.91643 4.07988 5.83388 -0.019 -0.011 0.003 -0.679
H 1.27510 -3.99585 -1.74104 0.000 0.022 0.012 0.364
C 4.24106 -2.37421 4.24203 0.008 0.023 0.034 -0.980
O 3.15384 2.62097 0.61304 0.007 -0.048 0.009 -0.762
C -3.14105 -0.40779 5.26348 -0.017 0.004 0.023 -0.680
H 3.67134 -2.02724 -0.00564 -0.039 -0.033 0.015 0.334
C -0.81698 -0.45859 4.59554 -0.044 -0.119 -0.057 0.349
C -3.29009 0.11130 -4.61468 -0.050 -0.007 -0.002 -0.756
H 1.37232 0.14941 -6.29392 0.002 0.019 -0.013 0.472
H -0.55175 1.77565 6.01164 -0.021 -0.029 -0.029 0.371
H 3.52642 4.04716 4.40744 0.026 0.014 0.005 0.500
H -3.82357 -2.07397 6.43296 -0.011 -0.005 0.006 0.402
C 0.62085 1.33374 -4.67342 -0.097 0.060 0.075 -1.483
H 2.25628 4.98045 6.32821 0.011 0.012 0.002 0.378
C 2.31149 -1.78376 2.93747 0.182 -0.396 -0.028 -0.330
H -1.38018 3.53774 -1.79660 0.036 -0.031 -0.018 0.020
H -3.67719 -5.47290 -0.72528 0.006 0.012 -0.008 0.299
H -1.62682 -3.21370 6.39250 -0.009 -0.009 0.001 0.428
H 4.26628 1.99354 -4.34878 0.000 0.017 -0.021 0.449
H -1.96302 4.43734 -3.19910 -0.023 0.003 -0.004 0.417
C 0.66877 3.62279 1.73310 0.019 -0.063 -0.107 -0.452
H -3.11698 -6.87793 0.19485 0.007 -0.016 -0.016 0.411
C -1.71433 3.37298 1.51963 -0.084 -0.134 0.079 -1.169
H 5.04091 -0.99417 0.40722 -0.007 -0.017 -0.003 0.626
N -0.24863 1.87540 0.43876 -0.410 -0.004 0.492 1.924
S -1.95822 -1.04198 0.78498 0.184 0.234 -0.006 -0.231
H 2.48535 0.09856 5.72469 -0.003 -0.005 0.014 0.591
N 1.92146 1.04036 -0.54937 -0.120 0.037 0.232 1.550
H 4.47948 -1.28206 6.07689 0.013 -0.003 0.014 0.448
C 0.54459 -2.11043 -2.32624 -0.182 -0.078 -0.010 0.556
H -1.68770 -5.42906 1.61459 -0.018 -0.025 -0.021 0.352
C 0.76860 3.43642 6.26856 0.021 -0.012 -0.016 -0.679
H -3.58793 -0.78039 -5.15460 -0.004 -0.018 -0.006 0.481
C 3.03010 0.79064 -1.42785 -0.265 0.265 -0.221 -1.382
C -2.98530 -1.62228 5.91879 0.018 -0.002 -0.006 -0.663
H 1.67779 3.10384 -1.95477 0.034 -0.008 0.018 0.010
H 1.55640 4.13847 2.06758 -0.036 0.019 -0.014 0.751
C -2.06887 0.15919 4.59604 0.034 0.017 -0.058 -0.323
N -2.34751 -3.62787 0.83105 0.013 0.080 0.095 0.068
H -0.75959 4.87611 2.72135 -0.007 -0.008 0.016 0.526
C 2.18663 2.40892 4.12668 0.020 0.021 0.000 -0.246
H -2.21239 1.08540 4.04949 0.015 0.023 -0.015 0.459
C 1.03494 1.74813 4.56062 -0.032 -0.024 0.099 0.401
C 0.77138 -0.91853 -3.16457 -0.115 -0.387 0.148 0.351
C -2.58299 2.38457 -3.19620 0.001 -0.003 0.017 2.106
C -1.48861 2.29913 0.68233 0.059 0.043 -0.235 1.003
C 0.33392 2.27387 5.64010 -0.007 0.019 0.048 -0.766
P 0.49028 0.29864 3.57603 0.050 0.150 -0.028 1.559
H -2.73258 3.70175 1.67330 0.005 0.016 0.013 0.655
H 0.51603 2.24851 -5.23792 0.002 0.001 -0.018 0.628
C 4.14015 1.33224 -3.49932 -0.018 -0.054 0.011 -0.721
C 2.54450 3.01069 -2.60544 0.055 0.099 0.061 -1.734
H 5.12861 -2.97725 4.38043 0.012 0.001 0.008 0.429
C -2.50005 1.11712 -2.57482 0.061 0.043 0.012 -0.765
C 1.17516 -0.98512 -4.48253 0.046 0.206 0.032 -0.615
C 2.11321 2.03870 0.33499 0.013 0.033 0.052 -0.161
C 3.91536 -0.26694 -1.23321 0.045 -0.015 -0.075 1.048
O 0.06268 -2.81870 2.34226 -0.033 -0.057 0.073 -0.567
C -0.67642 -1.68314 5.23878 0.043 0.004 0.106 -0.652
Ti -0.02116 0.01297 -0.49062 -0.191 0.447 -0.628 -1.744
C 0.80925 2.51860 0.91216 0.064 -0.003 0.208 -0.145
O 1.93450 -3.26569 0.81065 -0.028 -0.108 0.061 -0.908
C 3.44842 -2.56659 3.12274 -0.040 0.171 0.063 -0.679
C 4.91958 0.19008 -3.38658 -0.024 0.014 -0.034 -1.046
H 0.21046 3.82772 7.10941 -0.005 0.015 0.008 0.425
H -4.14130 -5.66877 0.96475 0.008 0.016 0.027 0.311
C 2.62941 3.55594 4.76155 -0.005 0.018 0.018 -0.776
C 1.08888 0.17185 -5.25038 0.006 -0.115 0.051 -1.347
H 2.23755 3.24603 -3.62577 0.068 0.009 0.026 0.461
N -1.89093 1.04840 -1.28552 0.331 -0.063 0.104 1.152
C -1.75414 -2.25955 5.89735 0.003 0.002 0.014 -0.730
C -3.32817 -5.80968 0.25097 -0.047 -0.042 -0.019 -1.305
C -3.04481 -1.36403 -2.63352 -0.045 -0.082 0.047 -1.560
C 1.94830 -0.80113 3.85715 -0.141 0.068 0.115 -0.168
C 3.88045 -1.42455 5.18741 0.005 -0.066 -0.100 -0.808